1.
14
Properties=species:S:1:pos:R:3 method="wB97M-V/def2-TZVPD" e_above_lowest_ev=0.300 e_lumo_ev=0.0 e_tot_ha=-345.51418 smiles="C=C1C=CC(=O)C1=C" orbital_gap_ev=9.2
C -0.812 -0.782 0.544
H 2.412 2.173 -0.467
H -0.224 0.273 -2.732
C 0.805 0.821 -0.215
C 0.841 0.712 1.257
C 1.675 1.516 -0.925
C -0.680 -0.323 -1.960
C -0.255 -0.123 -0.700
H -1.338 -1.186 -2.271
H 1.625 1.542 -1.984
H -0.283 -0.386 2.734
C -0.146 -0.107 1.719
O -1.546 -1.748 0.581
H 1.607 1.286 1.752



2.
14
Properties=species:S:1:pos:R:3 method="wB97M-V/def2-TZVPD" e_above_lowest_ev=3.296 e_lumo_ev=0.7 e_tot_ha=-345.40410 smiles=Cc1ccc2c(O)c1-2 orbital_gap_ev=9.2
O -3.105 1.002 -0.456
H 1.872 1.560 0.903
H -2.678 1.851 -0.531
C -2.065 0.227 -0.118
H 2.774 0.458 -0.372
C 1.775 1.086 -0.114
C 0.744 -1.316 0.248
H -0.715 -2.938 0.528
H 1.726 1.917 -0.903
H 1.687 -1.661 0.185
C -1.488 -0.864 0.261
C 0.670 0.089 -0.073
C -0.541 -1.850 0.461
C -0.656 0.439 -0.019



3.
17
Properties=species:S:1:pos:R:3 method="wB97M-V/def2-TZVPD" e_above_lowest_ev=5.856 e_lumo_ev=3.3 charge=-1 e_tot_ha=-837.30551 orbital_gap_ev=7.3
C 3.433 -0.994 0.570
C 4.869 0.651 -0.127
C 0.024 0.056 -0.063
C 0.349 -1.033 -0.800
H 2.618 0.565 -0.733
C -1.177 0.185 0.579
H -3.164 -0.875 0.399
C 2.781 -0.256 -0.166
O 5.478 0.252 -1.089
H -1.500 1.069 1.043
O 3.762 -1.604 1.605
H -1.168 -2.996 -0.254
H 0.848 0.786 0.042
H 1.283 -1.109 -1.265
C -2.118 -0.753 0.257
O 4.898 1.571 0.649
P -1.242 -1.884 -1.066



4.
17
Properties=species:S:1:pos:R:3 method="wB97M-V/def2-TZVPD" e_above_lowest_ev=4.765 e_lumo_ev=0.0 e_tot_ha=-571.14692 orbital_gap_ev=8.5
H 1.084 0.264 2.942
C -1.707 -0.065 -0.361
H 2.816 -1.197 -1.189
C -0.998 0.455 0.669
H 0.688 -1.456 -2.262
H -0.914 1.709 2.275
C 0.957 -0.481 -0.448
C 0.380 0.203 0.757
C 1.221 0.812 1.736
C -1.120 -0.864 -1.433
O 2.390 -0.582 -0.379
O -1.852 -1.314 -2.437
H -2.802 -0.140 -0.029
O -1.550 1.073 1.646
C 0.253 -0.982 -1.400
H -3.049 -1.139 -2.175
O 2.045 1.758 1.585



5.
17
Properties=species:S:1:pos:R:3 method="wB97M-V/def2-TZVPD" e_above_lowest_ev=2.584 e_lumo_ev=0.4 e_tot_ha=-571.22705 smiles="O=C(O)c1c(O)cccc1O" orbital_gap_ev=8.9
O 1.688 -1.402 -0.884
C 0.394 -1.008 -0.789
C -0.635 -1.537 -1.610
C -1.921 -0.961 -1.379
H 2.079 2.045 1.472
H -0.623 -2.131 -2.320
H 1.642 -2.046 -1.606
O 1.502 1.818 0.855
O -1.469 1.648 0.923
C 0.147 0.004 0.151
C 1.252 0.501 1.001
C -2.198 0.015 -0.568
H -2.755 -1.449 -2.141
H -0.467 2.105 1.367
C -1.195 0.655 0.164
O 1.821 -0.175 1.828
H -3.275 0.355 -0.367



6.
120
Properties=species:S:1:pos:R:3 method="wB97M-V/def2-TZVPD" e_lumo_ev=-4.9 charge=+1 e_tot_ha=-3320.88194 orbital_gap_ev=7.4
O 5.230 5.598 1.417
H 0.019 -3.509 0.182
H -1.266 -0.009 0.964
P -0.187 0.114 -1.335
H -3.269 -0.386 3.457
H 4.709 6.402 1.548
O 1.104 8.980 -1.998
H -3.608 -6.174 2.507
H 5.276 -2.753 -3.844
H -5.302 -8.571 2.095
H -3.789 -6.201 -0.434
C -1.100 -3.440 -0.157
H -0.967 -4.789 -3.901
H 5.153 5.130 2.260
O -2.603 0.179 3.874
O 2.757 4.115 0.351
H -1.809 -0.375 3.894
C -1.114 -2.370 -1.421
O -3.662 -0.722 0.300
H -0.401 -2.558 6.563
H 3.958 -0.039 3.419
O 0.442 -2.124 6.374
H -5.512 -6.848 4.945
H -7.156 1.385 0.008
H 6.715 1.421 -3.530
O 7.135 -0.427 -3.760
H 4.728 2.544 -5.250
O 1.379 0.872 -1.261
H -1.701 -3.063 0.751
H 6.784 1.322 0.332
H -1.763 -5.499 -2.812
H -7.258 2.617 -0.884
C 2.950 -0.824 -0.070
H 1.845 9.538 -1.723
H 6.291 -0.876 -3.616
O 0.105 -1.575 -1.274
H -6.614 0.009 -1.769
H -0.797 5.576 0.854
H 1.821 7.313 -1.184
O -3.093 -6.980 2.363
H 0.627 9.525 -2.637
H 3.325 -1.400 3.680
H 1.427 9.509 -5.016
H -5.103 -4.799 1.647
O 4.322 2.376 -6.113
O 6.093 2.166 -3.530
H -0.155 -0.363 4.531
H -2.093 -1.764 -1.484
H -6.759 -8.970 1.885
H -3.946 0.139 -1.482
O 2.405 -3.973 -1.007
H -0.606 1.674 0.555
H 3.555 2.611 1.885
O -5.954 -9.240 2.347
O 3.169 -0.562 3.223
H -1.385 -4.504 -0.512
H -2.845 -10.322 4.083
H -4.245 -4.939 -1.156
H 2.867 9.527 -4.518
H 7.095 -0.145 -4.686
H -3.152 -7.450 3.207
H 1.875 -4.545 -0.437
O 3.694 6.945 3.349
O -4.409 -4.276 2.074
H 5.820 2.244 -2.606
H -2.494 1.876 -1.369
H -8.662 1.987 1.847
H 3.677 -0.863 -0.966
N -5.254 -0.753 2.439
N -3.770 0.396 -0.474
H 3.000 -2.234 -2.942
O -0.777 0.471 -2.729
O 3.808 1.974 2.569
H 1.917 6.077 -0.294
O 2.073 10.077 -4.574
H 4.104 7.112 4.209
H 3.374 2.458 -5.945
O -0.265 6.147 0.284
O -6.097 -0.799 -1.904
H 1.176 -0.191 3.803
O -6.628 1.952 -0.573
H 3.629 -0.806 0.885
O 3.848 -1.795 -3.092
O 0.337 -0.677 3.759
O 5.865 -3.443 -4.184
O 2.449 6.649 -0.866
H -4.655 0.884 -0.166
C -2.655 1.397 -0.310
O -3.639 -9.772 4.047
H -6.165 -1.265 -1.059
H -10.028 1.919 1.176
H -1.044 -3.001 -2.410
H -4.880 -5.487 4.674
H -0.893 6.810 -0.034
H -4.802 -3.397 2.165
H 1.374 0.445 0.913
H -2.926 2.297 0.382
H 3.189 5.483 -4.239
H -4.297 -10.337 3.618
H 2.747 7.039 3.520
C 2.059 0.525 -0.012
O -5.675 -6.007 4.494
H 3.465 4.766 0.231
H 2.606 3.768 -0.540
H 3.806 -1.517 -4.019
O 2.578 6.233 -4.241
C -1.227 0.778 0.123
O 6.159 0.779 -0.168
H 6.641 0.549 -0.974
H 2.309 6.318 -3.315
O -0.917 -5.057 -2.973
H 1.775 -3.311 -1.325
O -9.084 1.820 0.993
H 6.730 -3.211 -3.819
H 2.312 -1.797 0.047
H 2.794 1.409 0.212
C -4.646 -0.744 1.350
H 4.063 1.186 2.070
O -3.721 -5.741 -1.283
H 0.361 -1.846 5.450



7.
21
Properties=species:S:1:pos:R:3 method="wB97M-V/def2-TZVPD" spin_multiplicity=3 e_above_lowest_ev=0.000 e_lumo_ev="-7.8 / -11.5" charge=+2 e_tot_ha=-1180.20092 s_squared=2.0121 orbital_gap_ev="7.3 / 6.1"
H 1.815 -1.042 4.037
H 2.337 0.076 2.748
Au -0.014 0.375 -1.087
O -0.043 -3.439 -0.183
C 0.000 -2.313 -0.312
H 0.101 0.792 -3.355
C -0.429 0.125 4.536
H 1.805 -1.572 2.332
C -1.960 0.186 -0.602
H 0.265 0.842 4.981
C -0.037 -0.290 -2.993
H -1.453 0.521 4.584
H -0.392 -0.837 5.074
C 1.640 -0.726 3.001
O -2.985 -0.218 -0.274
C 1.919 0.236 -0.603
S -0.017 -0.082 2.798
O -0.065 3.690 0.594
O 2.953 -0.103 -0.236
O -0.156 -1.343 -3.477
C -0.072 2.759 -0.028



8.
19
Properties=species:S:1:pos:R:3 method="wB97M-V/def2-TZVPD" e_above_lowest_ev=2.709 e_lumo_ev="-0.5 / -0.9" e_tot_ha=-3510.17286 orbital_gap_ev="7.5 / 6.9"
N -1.664 0.192 -0.874
O -0.487 2.514 0.375
H 2.810 2.351 1.764
C 0.077 -2.145 -0.805
C -2.203 -1.812 0.254
Cl -3.625 -1.631 0.947
H -1.285 -3.678 0.191
O 1.457 1.492 0.329
H 2.715 2.959 -0.028
C -0.364 0.258 -0.451
H -0.002 -2.340 -1.967
C -1.209 -2.591 -0.156
C 2.152 2.617 0.858
Br -2.980 1.350 -0.367
H 1.452 3.350 1.113
H 1.543 -0.771 -0.319
C 0.503 -0.776 -0.490
H 0.967 -2.857 -0.524
C 0.142 1.515 0.152



9.
18
Properties=species:S:1:pos:R:3 method="wB97M-V/def2-TZVPD" e_above_lowest_ev=1.118 e_lumo_ev="-0.2 / -2.1" e_tot_ha=-3029.52185 orbital_gap_ev="8.6 / 6.8"
C -0.080 1.100 1.079
N -3.418 -0.238 -1.343
H 0.276 -1.664 -1.048
C -1.862 -2.124 0.674
C 1.831 1.248 -0.256
H 2.426 -0.220 -1.619
C 1.024 1.765 0.649
H 1.293 2.742 0.891
N -1.426 -0.902 0.776
O -2.771 -2.541 0.011
Br -4.768 0.466 -0.511
C -0.347 -0.181 0.487
H -1.169 -2.880 1.198
H -3.385 -1.278 -1.428
C 0.540 -0.667 -0.529
H 2.622 1.918 -0.704
H -0.732 1.508 1.759
C 1.639 -0.006 -0.793



10.
15
Properties=species:S:1:pos:R:3 method="wB97M-V/def2-TZVPD" e_above_lowest_ev=2.598 e_lumo_ev=0.8 e_tot_ha=-731.01928 orbital_gap_ev=9.6
H -2.831 -0.274 -0.676
H -0.381 2.081 -0.219
H 0.278 -3.498 -0.214
C -0.786 0.040 -0.091
H -2.608 -0.250 1.041
C -0.018 -2.487 -0.182
C 0.050 1.079 -0.238
C 2.441 0.445 0.334
C 1.511 1.034 -0.426
H 1.888 1.595 -1.273
C -0.340 -1.335 -0.138
H 3.473 0.507 0.082
Cl 2.129 -0.388 1.816
H -2.530 1.231 0.093
C -2.276 0.219 0.092



11.
15
Properties=species:S:1:pos:R:3 method="wB97M-V/def2-TZVPD" e_above_lowest_ev=4.745 e_lumo_ev="-1.5 / -1.5" e_tot_ha=-730.94039 orbital_gap_ev="6.8 / 6.8"
H 0.896 2.401 -0.196
H 0.468 -1.218 2.031
H 0.410 -2.523 -1.247
C 0.422 -0.321 -1.641
C 0.594 0.845 1.365
C -0.289 -0.832 0.069
C -0.490 0.439 -0.747
Cl -2.539 -2.512 0.965
H 1.184 -0.057 -2.365
C 0.238 -1.548 -1.117
C 0.346 -0.498 1.311
H -1.579 0.609 -1.136
H 1.041 1.467 2.072
C 0.131 1.592 0.158
H -0.833 2.155 0.480



12.
20
Properties=species:S:1:pos:R:3 method="wB97M-V/def2-TZVPD" e_above_lowest_ev=2.060 e_lumo_ev=-0.1 e_tot_ha=-2200.01641 orbital_gap_ev=8.9
C 1.820 0.007 -0.884
C 0.897 -0.010 1.306
Cl 2.307 -2.437 -0.049
O -2.127 -0.822 -2.581
H 2.140 1.583 0.697
C -1.352 0.321 0.328
O -0.311 0.828 -2.448
Cl -1.016 -1.723 2.087
C -0.367 -0.399 1.111
H 2.389 0.074 -1.804
C 1.598 0.703 0.271
H -1.524 -0.412 -0.510
Cl 0.133 -1.563 -3.867
H 1.458 -0.122 2.208
S -0.734 -0.527 -2.374
H -0.530 -2.567 -1.169
C 1.250 -1.373 -0.809
H -2.371 0.476 0.838
H -0.844 1.249 -0.005
C -0.010 -1.630 -1.187



13.
20
Properties=species:S:1:pos:R:3 method="wB97M-V/def2-TZVPD" e_above_lowest_ev=4.340 e_lumo_ev=-0.1 e_tot_ha=-1352.72706 smiles="O=[N+]([O-])P(Cl)Cc1ccccc1O" orbital_gap_ev=9.5
C 1.663 -0.842 -0.343
P -3.765 0.616 -0.110
C -1.979 -0.017 0.749
C 0.889 1.500 -0.935
O -4.678 -0.925 1.753
H -1.911 0.405 1.826
C 0.366 -0.698 0.278
H 2.088 -1.810 -0.566
H 0.980 2.317 -1.596
N -4.786 -0.687 0.599
H -2.105 -1.102 0.662
C -0.642 0.198 0.293
C -0.364 1.251 -0.437
O -1.435 2.291 -0.412
H 2.587 0.422 -1.619
O -5.662 -1.180 -0.088
H 0.091 -1.678 0.601
C 1.716 0.397 -0.977
Cl -3.230 -0.380 -1.822
H -0.525 2.636 0.054



14.
19
Properties=species:S:1:pos:R:3 method="wB97M-V/def2-TZVPD" e_above_lowest_ev=1.567 e_lumo_ev=-6.4 charge=+1 e_tot_ha=-1620.90607 orbital_gap_ev=7.5
H 4.488 -0.069 -0.346
H -2.294 0.535 -1.838
H -0.054 -2.048 1.747
O 0.867 0.400 1.390
C -0.600 1.877 -0.421
C -0.153 -0.185 0.672
H -3.019 -1.893 -1.403
H -1.809 -3.076 0.512
C -0.542 -1.433 0.981
O 1.922 1.173 -0.839
H 0.006 2.313 0.312
P 2.205 0.844 0.525
Cl 2.521 2.500 1.692
C -1.757 -0.080 -1.219
H -0.917 2.644 -1.271
C -1.514 -2.031 0.173
C -2.134 -1.352 -0.878
C -0.823 0.585 -0.345
S 3.608 -0.704 0.556



15.
20
Properties=species:S:1:pos:R:3 method="wB97M-V/def2-TZVPD" e_above_lowest_ev=3.801 e_lumo_ev=3.7 charge=-1 e_tot_ha=-730.60193 orbital_gap_ev=8.8
H 2.634 2.104 -0.409
C -0.143 0.402 -0.026
H -1.625 -1.684 -0.546
N 0.600 1.466 -0.415
C 0.386 -0.970 1.814
H -1.324 1.421 -2.776
H -2.272 -1.312 -2.016
H 2.050 1.188 0.904
F -0.570 -0.703 2.725
C -1.075 0.122 -0.982
H -3.148 -0.748 -0.533
N 0.184 1.930 -1.541
C 1.738 1.956 0.261
C -0.882 1.239 -1.871
H 1.568 2.921 0.703
O 0.203 -3.352 1.793
C -2.138 -0.936 -0.955
C 0.764 -2.430 1.244
O 1.579 -2.304 0.312
F 1.469 -0.311 2.315



16.
27
Properties=species:S:1:pos:R:3 method="wB97M-V/def2-TZVPD" spin_multiplicity=2 e_lumo_ev="-4.5 / -6.4" charge=+1 e_tot_ha=-1758.29891 s_squared=0.7878 orbital_gap_ev="8.4 / 6.6"
Sr 1.041 0.772 -0.798
C -0.775 -2.537 -0.880
H -1.814 -4.162 -0.260
F 3.169 2.505 -4.037
H -1.103 -4.289 -1.850
C -0.978 1.041 2.162
C -1.462 1.484 3.382
H -2.084 0.837 3.986
F 2.517 2.429 -0.305
N -0.202 1.800 1.357
F 2.954 0.685 -2.070
C 0.097 3.023 1.773
F 4.738 2.744 -1.772
F 1.028 2.330 -2.399
N -1.160 -2.035 0.404
C -1.128 2.765 3.808
Sb 2.947 2.620 -2.210
H -1.997 -0.905 2.294
S 0.144 -1.798 -2.032
F 2.556 4.422 -2.077
C -0.341 3.547 2.990
H 0.714 3.619 1.111
C -1.298 -0.305 1.719
N -0.769 -0.796 0.620
H -0.057 4.551 3.270
H -1.481 3.137 4.760
N -1.271 -3.762 -1.008



17.
17
Properties=species:S:1:pos:R:3 method="wB97M-V/def2-TZVPD" e_above_lowest_ev=3.495 e_lumo_ev=0.0 e_tot_ha=-521.11064 orbital_gap_ev=8.8
O 3.150 -0.722 2.000
C -0.452 -0.335 0.449
F -0.568 -0.416 1.818
H -2.436 0.537 0.286
C -1.794 -0.203 -0.202
H 0.219 -1.869 -1.033
O 1.782 1.404 -0.583
H 0.536 2.451 0.910
C 2.233 1.029 0.730
H -1.707 -0.025 -1.302
H 3.048 1.616 1.235
H 2.498 -1.932 -0.288
H -2.116 -1.259 0.003
C 1.767 -1.353 0.211
C 2.435 -0.388 1.105
C 0.878 1.505 0.413
C 0.478 -1.339 -0.092



18.
16
Properties=species:S:1:pos:R:3 method="wB97M-V/def2-TZVPD" e_above_lowest_ev=2.167 e_lumo_ev="-0.5 / -0.5" e_tot_ha=-966.64996 orbital_gap_ev="6.6 / 7.9"
H -2.073 -0.910 -0.110
S 0.338 -2.001 -0.263
C 2.023 -2.270 -0.024
H 3.693 -0.785 0.074
C 2.638 -1.023 -0.025
C -2.037 0.101 0.023
H -0.378 1.652 -0.294
H 2.319 -3.319 -0.166
C 0.489 -0.273 -0.025
H 2.014 1.152 -0.066
C -0.591 0.574 0.022
I -5.119 -0.167 0.014
H -3.258 1.671 -0.658
H -2.122 0.297 1.143
C 1.776 0.109 0.061
C -3.303 0.622 -0.652



19.
15
Properties=species:S:1:pos:R:3 method="wB97M-V/def2-TZVPD" e_above_lowest_ev=4.724 e_lumo_ev=-0.8 e_tot_ha=-325.48510 smiles="C[C@H]1C=CC=C1C#N" orbital_gap_ev=8.1
H 2.158 -0.730 -1.091
N -2.766 1.287 1.783
H 2.753 -0.172 1.125
C -1.912 0.372 1.255
H -0.598 -1.642 -0.553
H -0.555 1.312 -1.510
C 0.479 0.059 1.689
C -0.214 -0.510 -0.439
C -0.687 0.211 -1.631
H -1.768 -0.106 -1.853
H 0.027 0.023 -2.707
C 1.735 -0.222 0.893
C 1.331 -0.298 -0.394
H 0.728 0.577 2.495
C -0.711 -0.162 0.937



20.
15
Properties=species:S:1:pos:R:3 method="wB97M-V/def2-TZVPD" e_above_lowest_ev=6.306 e_lumo_ev="-0.6 / -0.2" e_tot_ha=-325.42695 orbital_gap_ev="7.6 / 7.8"
C -3.109 0.056 0.626
C -2.369 -0.561 -0.355
H -3.651 0.857 0.313
C 0.453 0.736 0.860
C 1.837 0.953 1.177
H -1.114 -1.913 -1.846
N 1.763 -0.792 -0.205
C 0.497 -0.199 -0.115
H 1.803 -1.591 -0.807
H -2.830 -0.248 1.610
H 2.298 1.546 1.905
C -1.716 -1.278 -1.167
H -0.398 1.328 1.293
H 3.564 -0.342 0.608
C 2.523 -0.133 0.681